1.
Formula: C12H24BBrFN4O3
Source: the OMol25 dataset
Level of theory: the ωB97M-V functional and the def2-TZVPD basis

Atoms and positions in Å:
C (0.55748, -4.17783, 2.11529)
C (-0.61942, -3.04800, 2.22577)
C (-0.43748, -2.05171, 0.96196)
C (-1.63179, -0.98999, 0.77649)
C (-2.04163, -0.33168, 2.19029)
C (-1.34008, 0.12333, -0.39001)
O (-2.60166, 0.74597, -0.71988)
C (-0.87606, -0.70934, -1.68944)
N (0.63048, -0.60566, -1.81864)
O (1.12999, -1.50060, -2.74298)
C (2.10912, -2.28380, -2.04369)
N (2.88841, -2.85665, -1.30586)
C (0.92176, 0.84296, -2.13597)
Br (2.75080, 1.19031, -2.81446)
C (0.47138, 1.77066, -0.87291)
B (1.89052, 2.21944, -0.13130)
N (2.81457, 1.24426, 0.55228)
O (2.33333, 3.61386, -0.11004)
C (-0.27670, 3.05527, -1.51098)
C (-0.88930, 4.07348, -0.43454)
F (0.60407, 3.71182, -2.48087)
N (-0.31947, 1.05108, 0.16914)
H (1.54640, -3.83402, 2.58844)
H (0.81032, -4.43198, 1.01093)
H (0.26623, -5.16471, 2.62479)
H (-0.51685, -2.53802, 3.24258)
H (-1.60556, -3.63179, 2.09402)
H (-0.27157, -2.74220, 0.04480)
H (0.57795, -1.50338, 1.11450)
H (-2.56527, -1.58163, 0.41629)
H (-2.72818, -1.09526, 2.73120)
H (-2.61311, 0.65520, 2.10196)
H (-1.10043, -0.16569, 2.82796)
H (-3.00083, 1.18996, 0.06174)
H (-1.43149, -0.25149, -2.59515)
H (-1.19540, -1.82063, -1.67181)
H (1.12537, -0.81320, -0.91574)
H (0.19817, 1.12530, -2.99912)
H (3.66967, 1.07591, -0.02130)
H (2.38965, 0.30875, 0.65719)
H (2.46806, 3.85517, 0.84551)
H (-1.14505, 2.62874, -2.15359)
H (-0.76426, 5.13588, -0.88609)
H (-2.03506, 3.89294, -0.40584)
H (-0.41527, 4.00899, 0.60686)
H (0.26817, 0.60997, 0.89025)

For the energy above the lowest of the compared OMol25 structures with the same formula, charge and spin, the calculation gives 341.0 kJ/mol. Its SMILES is CCC[C@@H](C)[C@]1(O)C[N@@H+](OC#N)[C@H](Br)[C@@](B(N)O)([C@@H](C)F)N1. The total charge is +1. Its multiplicity is 1.

Atomic partial charges in e from the natural (NBO) method, atoms 1 to 8:
1. C -0.627
2. C -0.412
3. C -0.429
4. C -0.247
5. C -0.638
6. C 0.419
7. O -0.726
8. C -0.302

2.
Formula: C3H20O7
Source: the OMol25 dataset
Level of theory: the ωB97M-V functional and the def2-TZVPD basis

Atoms and positions in Å:
C (-15.17330, 23.89521, -31.72191)
O (-16.30737, 23.98287, -32.55039)
H (-15.05528, 22.89986, -31.28624)
H (-14.26863, 24.18187, -32.26995)
H (-15.28876, 24.60824, -30.90460)
H (-16.52118, 23.11824, -32.91682)
C (-15.39713, 21.28186, -34.90752)
O (-16.64475, 21.35150, -34.21181)
H (-14.74492, 20.51285, -34.49353)
H (-15.58432, 21.06608, -35.95842)
H (-14.88048, 22.24315, -34.85289)
H (-16.58809, 20.78807, -33.43544)
C (-22.35147, 22.70276, -30.14707)
O (-22.04396, 24.08698, -29.86244)
H (-21.89137, 22.15082, -29.33562)
H (-23.43555, 22.58514, -30.10152)
H (-21.98728, 22.41095, -31.12942)
H (-22.34667, 24.59285, -30.62193)
O (-20.35145, 19.30079, -31.57367)
H (-20.54167, 19.56092, -30.66904)
H (-19.90412, 20.07118, -31.94213)
O (-17.33974, 20.54762, -29.81861)
H (-16.57587, 20.59714, -29.23696)
H (-17.02236, 20.08863, -30.60172)
O (-18.91279, 21.89944, -31.80550)
H (-18.16434, 21.95941, -31.19911)
H (-19.19769, 22.81073, -31.91823)
O (-19.77879, 25.37967, -31.30486)
H (-20.38132, 25.24646, -30.56237)
H (-20.16112, 24.86975, -32.02324)

For the energy above the lowest of the compared OMol25 structures with the same formula, charge and spin, the calculation gives 200.8 kJ/mol. Its SMILES is CO.CO.CO.O.O.O.O. Its multiplicity is 1.

Atomic partial charges in e from the natural (NBO) method, atoms 1 to 8:
1. C -0.244
2. O -0.737
3. H 0.149
4. H 0.160
5. H 0.179
6. H 0.484
7. C -0.254
8. O -0.727

3.
Formula: C4H3LiOTl
Source: the OMol25 dataset
Level of theory: the ωB97M-V functional and the def2-TZVPD basis

Atoms and positions in Å:
C (1.60523, -0.24302, -0.02344)
C (1.81920, -0.30112, 1.19045)
H (2.14208, -0.42496, 2.21549)
Tl (0.89372, 0.54601, -1.76640)
O (-1.46181, -1.26710, 0.15570)
C (-1.49693, -0.21270, -0.31838)
C (-1.13336, 1.03018, -0.68304)
Li (0.45097, -2.15591, 0.73116)
H (-1.89620, 1.18729, -1.52095)
H (-0.92291, 1.84134, 0.01941)

For the energy above the lowest of the compared OMol25 structures with the same formula, charge and spin, the calculation gives 0.0 kJ/mol. The total charge is +3. Its multiplicity is 1.

Atomic partial charges in e from the Mulliken method, atoms 1 to 8:
1. C -1.190
2. C 0.710
3. H 0.463
4. Tl 1.362
5. O -0.197
6. C 0.883
7. C -0.936
8. Li 0.956

4.
Formula: C4H5NO
Source: the OMol25 dataset
Level of theory: the ωB97M-V functional and the def2-TZVPD basis

Atoms and positions in Å:
O (-0.95409, -1.10731, -1.31668)
C (-0.62486, -1.31097, -0.17501)
C (0.20358, -1.13121, 1.00341)
C (-0.80974, -2.00132, 1.04552)
H (0.98656, -0.76367, 1.66244)
H (-1.33601, -2.71419, 1.65866)
C (0.86232, 1.86313, -0.60607)
N (-0.30451, 1.38336, -0.66474)
H (1.51589, 1.54762, 0.21776)
H (1.27950, 2.58629, -1.31602)
H (-0.81864, 1.64825, -1.50927)

For the energy above the lowest of the compared OMol25 structures with the same formula, charge and spin, the calculation gives 361.9 kJ/mol. Its SMILES is O=c1cc1.C=N. Its multiplicity is 1.

Atomic partial charges in e from the natural (NBO) method, atoms 1 to 8:
1. O -0.578
2. C 0.546
3. C -0.194
4. C -0.222
5. H 0.223
6. H 0.225
7. C -0.055
8. N -0.587